{
  "formula": "C5H10O",
  "method": "ωB97M-V/def2-TZVPD",
  "symbols": ["O", "C", "C", "C", "C", "C", "H", "H", "H", "H", "H", "H", "H", "H", "H", "H"],
  "xyz": [[-0.314, 0.688, 2.561], [0.168, -1.332, -1.612], [0.243, -0.933, -0.144], [-0.868, 0.353, 1.542], [0.765, 1.600, 0.082], [-0.285, 0.493, 0.158], [0.708, -0.625, -2.249], [-0.876, -1.359, -1.943], [1.658, 1.333, 0.655], [0.593, -2.329, -1.767], [1.268, -1.002, 0.239], [-0.337, -1.666, 0.436], [-1.842, -0.187, 1.567], [0.376, 2.531, 0.509], [1.064, 1.807, -0.952], [-1.112, 0.714, -0.534]],
  "mulliken_charge": [-0.50, -1.21, -0.56, -0.29, -1.39, 0.61, 0.30, 0.33, 0.32, 0.35, 0.30, 0.36, 0.40, 0.35, 0.38, 0.25],
  "smiles": "CC[C@H](C)C=O",
  "homo_energy_ha": -0.357,
  "lumo_energy_ev": 1.03,
  "charge": 0
}

=====

{
  "formula": "C32H64O16S8",
  "method": "ωB97M-V/def2-TZVPD",
  "symbols": ["S", "S", "S", "S", "S", "S", "S", "S", "O", "O", "O", "O", "O", "O", "O", "O", "O", "O", "O", "O", "O", "O", "O", "O", "C", "C", "C", "C", "C", "C", "C", "C", "C", "C", "C", "C", "C", "C", "C", "C", "C", "C", "C", "C", "C", "C", "C", "C", "C", "C", "C", "C", "C", "C", "C", "C", "H", "H", "H", "H", "H", "H", "H", "H", "H", "H", "H", "H", "H", "H", "H", "H", "H", "H", "H", "H", "H", "H", "H", "H", "H", "H", "H", "H", "H", "H", "H", "H", "H", "H", "H", "H", "H", "H", "H", "H", "H", "H", "H", "H", "H", "H", "H", "H", "H", "H", "H", "H", "H", "H", "H", "H", "H", "H", "H", "H", "H", "H", "H", "H"],
  "xyz": [[-3.119, 4.186, 1.706], [3.675, 2.021, -3.129], [5.472, -2.981, -2.101], [-1.119, -2.621, 4.475], [-0.455, 1.362, 5.940], [-0.818, 0.085, -0.581], [0.575, -3.361, -4.021], [-6.727, -0.225, -3.866], [-7.764, 0.769, -3.713], [-1.071, 1.266, -1.362], [-3.506, 5.046, 2.797], [6.138, -3.999, -2.856], [3.256, 3.195, -3.822], [0.477, -4.562, -4.806], [-1.806, -0.971, -0.574], [-1.450, 0.583, 6.621], [-1.016, -3.644, 5.487], [4.911, -1.836, -2.782], [-7.109, -1.514, -4.382], [0.929, -3.477, -2.629], [2.891, 0.809, -3.198], [-0.065, -1.647, 4.340], [-0.649, 1.701, 4.550], [-1.755, 3.783, 1.545], [1.128, 2.524, 7.700], [-2.593, -2.642, 2.323], [0.755, -1.396, -5.723], [-4.586, 3.798, -0.516], [0.557, -0.306, 1.616], [4.507, -3.217, 0.387], [-5.332, 0.396, -4.793], [3.955, 2.342, -1.354], [5.372, 1.627, -3.487], [-4.328, 2.470, 0.206], [-1.473, -3.456, 2.918], [-4.251, 2.786, 1.683], [-0.417, -1.010, -4.831], [-5.842, -0.383, -2.310], [1.692, -2.229, -4.869], [-0.529, 0.611, 1.114], [6.532, -2.399, -0.766], [0.862, -0.546, -0.818], [1.601, -0.480, 0.503], [2.024, 1.726, 6.739], [-0.086, 2.861, 6.838], [1.156, 0.604, 6.214], [4.219, -3.699, -1.038], [-2.697, -1.751, 4.599], [-4.236, 0.683, -3.770], [-3.554, -2.275, 3.450], [5.576, -2.100, 0.350], [5.470, 2.499, -1.139], [-0.882, -2.345, -4.275], [6.181, 2.446, -2.502], [-3.728, 4.894, 0.144], [-4.359, -0.379, -2.658], [0.953, -0.165, 6.961], [4.435, -4.763, -1.110], [-5.159, 1.808, -0.049], [-4.060, -3.181, 3.793], [2.464, -2.791, -5.384], [0.224, 3.631, 6.132], [6.261, 3.466, -2.890], [3.562, 1.424, -0.930], [3.234, -3.472, -1.439], [1.161, 0.175, -1.588], [-1.782, -4.464, 3.190], [4.868, -4.067, 0.972], [5.007, -1.194, 0.114], [0.852, 1.865, 8.524], [1.019, -0.002, 2.555], [-3.919, 1.978, 2.329], [-2.174, -1.744, 1.855], [1.284, -0.551, -6.165], [2.310, 2.365, 5.896], [-1.448, 0.507, 1.685], [-0.117, -0.344, -4.018], [-3.045, -1.891, 5.618], [0.146, -1.272, 1.916], [6.034, -1.952, 1.326], [-2.836, 5.183, -0.405], [0.891, -1.517, -1.308], [-3.274, 0.600, -4.279], [-6.302, -1.224, -1.796], [3.618, -2.914, 0.938], [-4.297, -1.549, 3.126], [-1.580, -2.514, -3.454], [-0.934, 3.257, 7.392], [5.437, 0.538, -3.407], [7.229, -3.225, -0.617], [-0.185, 1.641, 1.034], [5.614, 1.815, -4.534], [7.211, 2.091, -2.463], [-3.070, -3.114, 1.462], [-0.571, -3.482, 2.311], [-3.800, -0.051, -1.785], [-5.637, 1.250, -5.392], [-5.037, -0.423, -5.447], [-4.265, 1.691, -3.354], [-3.974, -1.338, -3.003], [2.125, -1.616, -4.072], [5.822, 1.708, -0.480], [7.085, -1.557, -1.179], [2.178, -1.393, 0.650], [1.458, 0.097, 5.301], [-4.295, 5.763, 0.463], [-5.183, 3.209, 2.061], [-2.404, -0.709, 4.462], [-1.405, -2.849, -5.097], [0.433, -2.000, -6.578], [2.954, 1.350, 7.166], [1.656, 3.413, 8.035], [-5.629, 4.112, -0.466], [-6.050, 0.549, -1.784], [2.315, 0.344, 0.555], [-3.416, 1.980, -0.134], [-4.339, 3.715, -1.575], [-1.220, -0.520, -5.379], [5.627, 3.479, -0.694], [3.349, 3.219, -1.141]],
  "mulliken_charge": [1.10, 0.84, 1.05, 1.07, 1.18, 1.63, 1.07, 1.11, -0.67, -0.81, -0.71, -0.75, -0.68, -0.74, -0.52, -0.71, -0.73, -0.50, -0.68, -0.60, -0.42, -0.45, -0.56, -0.54, -0.56, 0.46, -1.03, -0.73, 0.80, -0.76, -0.75, 0.40, -0.35, 0.51, -1.03, -0.90, -0.12, -0.69, -0.22, -1.23, -0.85, 0.07, 0.37, -0.76, -0.82, -0.50, -0.17, -0.30, -0.15, -1.00, -0.09, -0.76, -0.73, -0.68, -0.77, 0.63, 0.39, 0.44, 0.12, 0.35, 0.52, 0.35, 0.35, -0.82, -0.13, 0.07, 0.41, 0.32, -0.16, 0.30, 0.12, 0.44, -0.55, 0.42, 0.30, 0.42, 0.09, 0.55, -0.74, 0.47, 0.38, 0.02, 0.08, 0.61, 0.31, 0.39, 0.25, 0.42, 0.03, 0.35, 0.37, 0.45, 0.37, 0.49, 0.39, -0.51, 0.45, 0.34, 0.05, 0.20, -0.05, 0.36, 0.44, -0.84, 0.25, 0.33, 0.40, -0.04, 0.49, 0.35, 0.38, 0.33, 0.37, 0.04, 0.25, -0.30, 0.25, 0.31, 0.27, 0.62],
  "smiles": "O=S1(=O)CCCC1.O=S1(=O)CCCC1.O=S1(=O)CCCC1.O=S1(=O)CCCC1.O=S1(=O)CCCC1.O=S1(=O)CCCC1.O=S1(=O)CCCC1.O=S1(=O)CCCC1",
  "homo_energy_ha": -0.378,
  "lumo_energy_ev": 0.05,
  "charge": 0
}

=====

{
  "formula": "C5H8N",
  "method": "ωB97M-V/def2-TZVPD",
  "symbols": ["N", "C", "C", "C", "C", "C", "H", "H", "H", "H", "H", "H", "H", "H"],
  "xyz": [[0.277, -0.033, 0.002], [1.747, -0.021, 0.141], [1.066, -0.479, -1.089], [-0.430, -1.002, 0.829], [-0.367, 1.273, -0.060], [2.854, 0.165, 0.722], [-0.427, 1.703, 0.942], [1.094, -1.873, -1.306], [0.194, 1.957, -0.696], [0.176, -1.895, 0.982], [-1.365, -1.285, 0.341], [-0.656, -0.567, 1.803], [-1.376, 1.162, -0.456], [1.147, 0.087, -2.004]],
  "mulliken_charge": [0.31, 0.42, -0.39, -0.88, -0.85, -0.46, 0.34, 0.31, 0.38, 0.40, 0.37, 0.34, 0.38, 0.34],
  "homo_energy_ha": -0.582,
  "lumo_energy_ev": -6.16,
  "charge": 1
}

=====

{
  "formula": "C48H37N2O6V",
  "method": "ωB97M-V/def2-TZVPD",
  "symbols": ["V", "O", "O", "O", "O", "O", "O", "N", "N", "C", "C", "C", "C", "C", "C", "C", "C", "C", "C", "C", "C", "C", "C", "C", "C", "C", "C", "C", "C", "C", "C", "C", "C", "C", "C", "C", "C", "C", "C", "C", "C", "C", "C", "C", "C", "C", "C", "C", "C", "C", "C", "C", "C", "C", "C", "C", "C", "H", "H", "H", "H", "H", "H", "H", "H", "H", "H", "H", "H", "H", "H", "H", "H", "H", "H", "H", "H", "H", "H", "H", "H", "H", "H", "H", "H", "H", "H", "H", "H", "H", "H", "H", "H", "H"],
  "xyz": [[0.033, 0.056, -0.605], [0.320, 0.052, 1.239], [0.769, -1.177, 7.293], [1.638, 0.122, -1.262], [-1.673, 0.110, -0.919], [-0.223, 2.111, 1.979], [1.044, -2.620, 5.513], [0.006, 2.193, -0.821], [0.044, -2.089, -0.546], [1.477, 2.032, -4.969], [-4.994, -0.540, -3.650], [3.416, 3.330, -4.424], [-2.393, 2.225, -1.547], [0.724, -1.373, 5.053], [-3.137, 0.419, 2.916], [1.186, 4.252, -0.549], [4.658, -0.254, -2.373], [-1.145, 4.274, -0.980], [2.581, 1.698, -2.853], [-4.861, -0.581, -0.891], [0.085, 0.966, 2.202], [2.700, 1.066, -1.479], [-3.736, 1.599, 3.328], [0.030, -3.232, -0.488], [-2.841, 0.951, -0.848], [1.569, 1.380, -3.744], [0.018, 4.970, -0.718], [0.589, -0.953, 3.758], [-2.854, 0.213, 1.575], [-1.127, 2.888, -1.050], [2.439, 2.118, -0.384], [-0.023, -7.400, -0.228], [2.395, 3.010, -5.310], [0.275, 0.404, 3.567], [-1.217, -6.694, -0.162], [-5.822, -1.332, -1.552], [0.013, -4.659, -0.405], [5.629, -0.735, 0.175], [5.797, -1.024, -2.199], [-1.209, -5.314, -0.250], [-3.162, 1.183, 0.625], [3.993, 0.287, -1.277], [0.109, 1.264, 4.644], [-3.947, 0.198, -1.597], [3.509, 2.678, -3.207], [0.254, 0.820, 5.959], [-3.777, 2.356, 1.046], [1.152, 2.869, -0.595], [1.189, -6.739, -0.386], [-5.892, -1.315, -2.935], [6.289, -1.264, -0.926], [0.980, -2.546, 6.938], [-4.060, 2.564, 2.389], [0.561, -0.508, 6.128], [4.487, 0.031, 0.000], [-4.031, 0.208, -2.988], [1.217, -5.359, -0.475], [2.323, 3.517, -6.263], [-2.220, 2.013, -2.603], [-6.646, -1.894, -3.451], [1.925, -2.885, 7.361], [0.686, 1.764, -5.657], [-4.051, 3.129, 0.339], [3.986, 0.418, 0.877], [4.288, -0.069, -3.374], [-3.950, 1.764, 4.376], [0.132, 1.481, 6.805], [-2.375, -0.708, 1.270], [-3.346, 0.787, -3.590], [0.138, -3.143, 7.295], [6.004, -0.918, 1.173], [-4.531, 3.488, 2.697], [3.257, 2.837, -0.350], [-2.877, -0.341, 3.642], [-2.077, 4.795, -1.146], [6.304, -1.434, -3.063], [4.146, 4.086, -4.684], [2.396, 1.615, 0.583], [-6.524, -1.922, -0.977], [0.018, 6.050, -0.666], [-2.129, -4.746, -0.202], [-0.142, 2.296, 4.445], [7.184, -1.856, -0.790], [2.111, -7.300, -0.438], [2.129, 4.748, -0.370], [2.150, -4.827, -0.597], [-3.189, 2.967, -1.521], [-0.036, -8.480, -0.156], [0.721, -1.623, 2.923], [0.852, 0.606, -3.504], [-2.154, -7.220, -0.042], [4.322, 2.919, -2.531], [-4.842, -0.593, 0.189], [-5.037, -0.511, -4.731]],
  "mulliken_charge": [1.15, 0.25, -0.49, -0.52, -0.49, -0.59, -0.51, 1.26, -0.29, -1.03, -1.01, -0.97, -2.31, 0.93, -0.85, -0.96, -0.46, -0.94, -0.47, -0.12, 0.80, 3.26, -0.73, 0.99, 2.91, -0.18, -1.22, -1.12, -0.04, 0.60, -1.65, -0.35, -0.48, -0.05, -0.64, -1.06, 0.07, -0.95, -0.95, -0.48, -0.05, -0.56, -0.50, -0.19, -0.10, -1.21, -0.36, 0.52, -0.65, -0.49, -0.54, -0.26, -0.99, 0.99, -0.27, -0.51, -0.51, 0.42, 0.63, 0.43, 0.25, 0.46, 0.34, 0.37, 0.48, 0.45, 0.45, 0.54, 0.36, 0.26, 0.44, 0.44, 0.51, 0.50, 0.54, 0.43, 0.44, 0.30, 0.44, 0.47, 0.53, 0.58, 0.43, 0.40, 0.53, 0.53, 0.44, 0.40, 0.53, 0.42, 0.41, 0.38, 0.42, 0.43],
  "homo_energy_ha": [-0.373, -0.373],
  "multiplicity": 2,
  "lumo_energy_ev": [-3.64, -3.03],
  "charge": 1
}

=====

Relative energy (zero: lowest compared OMol25 entry of this formula, charge and spin): 39.5 0.0 715.7 0.0 (kJ/mol)